Here is a structure of composition C30H55B2F18N15O20S10 in a non-equilibrium geometry from OMol25. Energies are from ωB97M-V/def2-TZVPD.

Computed properties:
Multiplicity: 1
E_HOMO, eV: -6.8
Lowest unoccupied orbital energy, eV: 2.97
Charge: -2
Frontier orbital gap, eV: 9.725
E_tot, Ha: -9332.10723
Molecular weight, g mol⁻¹: 1630.1

Positions of all 150 atoms, in Å:
C1 -2.8975 4.1008 -0.5631
C2 -2.5922 3.5677 0.8253
N1 -3.2268 2.2257 1.0907
C3 -3.7361 1.3067 0.1873
C4 -3.9244 0.1467 0.7989
N2 -3.5622 0.3041 2.0687
C5 -2.9922 1.5378 2.2136
C6 -3.7960 -0.7610 3.0753
H1 -2.7682 3.3853 -1.3275
H2 -2.2201 4.9702 -0.8170
H3 -3.9943 4.3674 -0.5437
H4 -2.8312 4.2278 1.7047
H5 -1.4809 3.3930 0.8938
H6 -4.0350 1.6844 -0.7768
H7 -4.4785 -0.7221 0.4781
H8 -2.6852 2.0387 3.1158
H9 -4.8792 -0.8309 3.2644
H10 -3.3352 -0.4929 4.0302
H11 -3.4546 -1.6985 2.6392
C7 0.5035 -2.6965 1.8177
C8 0.2550 -4.1456 1.8965
N3 1.4137 -4.8827 2.3994
C9 1.3173 -6.2021 2.7891
C10 2.5520 -6.6463 3.1182
N4 3.3389 -5.5109 3.0637
C11 2.6463 -4.4878 2.5915
C12 4.6866 -5.4379 3.5485
H12 -0.3721 -2.1131 1.5882
H13 1.2832 -2.4771 1.0848
H14 0.9408 -2.4364 2.7936
H15 -0.0337 -4.6253 1.0022
H16 -0.4947 -4.3470 2.6363
H17 0.4134 -6.7319 2.6567
H18 3.0461 -7.5421 3.4466
H19 3.0438 -3.4573 2.3719
H20 5.1544 -6.4509 3.4155
H21 4.7797 -5.1522 4.5453
H22 5.3323 -4.7455 3.0272
C13 -4.6365 1.1565 -8.6883
C14 -3.8295 0.4281 -7.5676
N5 -2.4500 0.8525 -7.5626
C15 -1.7067 0.6085 -8.7068
C16 -0.4594 1.0440 -8.4509
N6 -0.4734 1.5940 -7.2146
C17 -1.7414 1.4824 -6.6958
C18 0.6878 2.2283 -6.5551
H23 -4.3374 0.9764 -9.7265
H24 -4.6853 2.2480 -8.6276
H25 -5.6758 0.8798 -8.4967
H26 -3.8431 -0.6484 -7.7397
H27 -4.2586 0.6603 -6.5991
H28 -2.0728 -0.0042 -9.4665
H29 0.4179 0.9798 -8.9721
H30 -2.1540 2.0306 -5.8815
H31 0.6980 1.9805 -5.4614
H32 0.6664 3.2535 -6.7687
H33 1.5527 1.7583 -7.0202
C19 -1.7673 -1.3227 6.2573
C20 -0.3907 -1.3304 6.8838
N7 0.6240 -0.7018 6.0291
C21 0.7038 0.6344 5.6274
C22 1.9058 0.8265 5.0134
N8 2.4008 -0.4858 4.7910
C23 1.6072 -1.3186 5.4502
C24 3.4856 -0.8946 3.8567
H34 -2.4619 -1.8167 6.9461
H35 -1.7115 -1.9320 5.3031
H36 -2.1888 -0.3295 6.0912
H37 0.0154 -2.3298 6.9864
H38 -0.5406 -0.7345 7.8871
H39 -0.1109 1.3104 5.9280
H40 2.3801 1.8099 4.7053
H41 1.7726 -2.4010 5.5591
H42 4.4412 -0.4822 4.1070
H43 3.1454 -0.4933 2.8580
H44 3.4816 -2.0475 3.9148
C25 -0.4510 0.4926 -1.0415
C26 0.6901 0.1806 -0.2167
N9 1.9193 0.0946 -0.9900
C27 2.0663 -0.5199 -2.2373
C28 3.3586 -0.2204 -2.6828
N10 3.9729 0.4936 -1.7130
C29 3.0847 0.6096 -0.6213
C30 5.3333 0.9710 -1.5904
H45 -1.2539 0.9236 -0.3869
H46 -0.7951 -0.4081 -1.5858
H47 -0.1686 1.3362 -1.6954
H48 0.5331 -0.7169 0.3510
H49 0.9395 0.9149 0.5606
H50 1.3058 -0.9282 -2.8936
H51 3.8062 -0.5509 -3.5382
H52 3.2445 1.1463 0.3497
H53 5.7397 0.4606 -0.7301
H54 5.2929 2.0241 -1.4570
H55 5.9951 0.7475 -2.4560
B1 -3.3448 -3.5459 0.5774
F1 -2.5766 -2.4000 0.1961
F2 -3.1217 -4.6278 -0.3436
F3 -2.8403 -3.9612 1.7605
F4 -4.6964 -3.2457 0.7086
B2 0.3337 -4.6838 5.5916
F5 1.7319 -4.6577 5.6228
F6 -0.1154 -4.3631 6.8774
F7 0.0174 -3.6314 4.7709
F8 -0.1226 -5.9020 5.2267
N11 5.7794 -2.2199 -0.5949
S1 6.1881 -2.8770 -2.0181
O1 7.5519 -3.3420 -2.0446
O2 5.6338 -2.0167 -3.0154
F9 5.2658 -4.0941 -2.1355
S2 6.4503 -2.8112 0.7528
O3 6.8677 -4.1913 0.7262
O4 5.6795 -2.4468 1.9138
F10 7.7933 -1.9522 0.9836
N12 -1.4424 -0.1627 -4.1618
S3 -2.9636 -0.0712 -3.6797
O5 -4.0130 -0.4327 -4.5763
O6 -3.1113 1.1520 -2.9674
F11 -3.0870 -1.1665 -2.5260
S4 -1.0444 -1.4522 -4.9378
O7 0.2372 -1.1978 -5.4996
O8 -2.0567 -2.1670 -5.6798
F12 -0.7492 -2.4812 -3.7033
N13 -3.9442 3.4045 4.8379
S5 -2.9759 2.7249 5.9286
O9 -2.4073 3.5243 6.9517
O10 -2.0385 1.9632 5.1595
F13 -3.9238 1.6421 6.4980
S6 -4.7471 4.6300 5.2939
O11 -5.2020 4.7032 6.6379
O12 -5.6397 4.8617 4.2431
F14 -3.7143 5.8459 5.2037
N14 4.2077 4.6972 2.6984
S7 4.0957 4.7421 4.2005
O13 2.8825 4.1509 4.7101
O14 4.4773 6.0020 4.7962
F15 5.2785 3.7330 4.6092
S8 3.7089 3.6926 1.6693
O15 3.4480 2.3517 2.1716
O16 4.3025 3.8449 0.4048
F16 2.1762 4.2313 1.4349
N15 -3.3397 5.3523 -8.2695
S9 -1.9315 5.1102 -8.9154
O17 -1.4698 3.7311 -8.9358
O18 -0.9356 6.1108 -8.7654
F17 -2.3708 5.3496 -10.4377
S10 -3.4922 4.8102 -6.7576
O19 -2.1903 4.6094 -6.1612
O20 -4.5091 3.8336 -6.6496
F18 -4.0109 6.1136 -5.9513

Forces on atoms 1 to 3 (eV/Å):
C -1.3 1.7 1.2
C 1.6 -0.6 0.8
N 1.3 -0.9 0.0